1.
The following is a DFT calculation (the ωB97M-V functional and the def2-TZVPD basis) of a gas-phase ion, C5H8N (charge +1).

Values from the calculation:
* frontier orbital gap (alpha / beta): 8.91 / 8.92 eV
* net charge: +1
* 2S+1: 1
* E: -6791.6855 eV
* ΔE to the lowest compared entry with this formula, charge and spin: 147.7 kcal/mol

Each line ends with the Mulliken charge.
Cartesian coordinates (Å):
C 3.19393 0.21627 -1.16792  -0.180
C 2.33732 0.19669 -0.25446  -0.440
C 1.16257 -0.30274 0.06984  0.681
C 0.72264 -1.45611 0.83420  -1.072
C -0.50137 1.39051 0.95114  -0.662
N -0.08868 0.60869 -0.20544  -0.297
H 1.40205 -2.22044 0.58213  0.376
H -0.30684 -1.47013 0.57610  0.354
H 0.90991 -1.36922 1.90911  0.409
H -0.12181 0.69125 1.77942  0.259
H 0.17151 2.25767 0.94470  0.337
H -1.52275 1.71598 0.84659  0.374
H 0.17772 1.18922 -1.09033  0.451
H -0.87740 -0.02831 -0.49531  0.411

Cartesian forces (eV/Å) of the 3 atoms listed first:
1.9 0.2 -1.7
-2.1 -0.5 1.2
-0.4 2.3 0.7

---

2.
The following is a DFT calculation (the ωB97M-V functional and the def2-TZVPD basis) of a molecular structure, C5H8N.

Values from the calculation:
* frontier orbital gap: 9.10 eV
* net charge: +1
* 2S+1: 1
* E: -6791.2340 eV
* ΔE to the lowest compared entry with this formula, charge and spin: 158.1 kcal/mol

Each line ends with the Mulliken charge.
Cartesian coordinates (Å):
C -0.33176 -1.26905 2.84376  0.138
C -0.06922 -0.83201 1.75070  -0.400
C 1.46289 -0.83942 -1.51128  -0.633
C 1.04351 0.03739 -0.60691  -0.041
C -1.21537 1.06000 -0.01020  -0.820
N -0.23911 -0.10930 -0.03465  -0.039
H -0.83880 -1.89788 3.49527  0.389
H 2.31527 -0.71842 -2.20054  0.302
H 0.72457 -1.61720 -1.69807  0.213
H 1.55934 0.88423 -0.27969  0.453
H -2.27948 0.71297 0.26946  0.345
H -1.01413 1.86587 0.77931  0.329
H -1.21044 1.65217 -0.95694  0.375
H -0.77487 -0.80121 -0.42467  0.389

Cartesian forces (eV/Å) of the 3 atoms listed first:
0.0 0.7 -2.5
-0.8 1.7 -3.5
-1.0 0.3 -0.4

---

3.
The following is a DFT calculation (the ωB97M-V functional and the def2-TZVPD basis) of 2 unconnected molecules or ions with the total composition C5H8N.

Values from the calculation:
* frontier orbital gap (alpha / beta): 7.58 / 8.00 eV
* net charge: +1
* 2S+1: 1
* E: -6789.7060 eV
* ΔE to the lowest compared entry with this formula, charge and spin: 193.3 kcal/mol

Each line ends with the Mulliken charge.
Cartesian coordinates (Å):
C -1.84933 0.63552 -0.74456  -0.138
C -1.32687 -0.38132 -0.18968  0.012
C -2.53287 -0.44189 0.47346  -0.449
C 1.82715 0.60949 0.49402  -0.199
C 1.07355 -0.60049 0.48687  -0.346
N 1.77638 -0.24159 -0.75856  -0.238
H -2.39037 1.48322 -1.06288  0.440
H -2.58483 -0.19070 1.51177  0.241
H -3.30656 -1.08543 0.14898  0.275
H 1.25600 1.56511 0.51182  0.230
H 2.96093 0.65818 0.84823  0.274
H 1.42154 -1.48924 0.91867  0.311
H 1.04713 0.10312 -1.43378  0.282
H 2.62814 -0.62400 -1.20436  0.304

Cartesian forces (eV/Å) of the 3 atoms listed first:
-0.2 -1.2 1.3
3.2 1.2 -0.3
-0.2 -0.9 0.6

---

4.
The following is a DFT calculation (the ωB97M-V functional and the def2-TZVPD basis) of a gas-phase ion, C5H8N (charge +1).

Values from the calculation:
* frontier orbital gap: 9.35 eV
* net charge: +1
* 2S+1: 1
* structure (SMILES): CC([NH3+])=C1C=C1
* E: -6794.4760 eV
* ΔE to the lowest compared entry with this formula, charge and spin: 83.3 kcal/mol

Each line ends with the Mulliken charge.
Cartesian coordinates (Å):
C -0.16026 -1.18177 1.05657  -1.077
C 0.12188 0.03423 0.14865  0.683
N 1.48097 0.04620 -0.54865  -0.307
C -0.60523 1.08253 -0.06224  0.036
C -1.11386 2.27527 -0.60548  -0.512
C -1.93083 1.60492 0.23668  -0.671
H 0.65722 -1.90145 0.67931  0.337
H -1.19669 -1.40119 0.87002  0.337
H -0.00756 -0.95222 2.11966  0.283
H 1.71677 1.00870 -0.85278  0.343
H 1.47329 -0.59761 -1.27937  0.332
H 2.19134 -0.27075 0.22942  0.426
H -0.89416 3.06313 -1.25725  0.389
H -2.89353 1.55857 0.69923  0.401

Cartesian forces (eV/Å) of the 3 atoms listed first:
2.3 1.1 -1.5
1.6 -1.1 0.5
0.8 0.9 4.4

---

5.
The following is a DFT calculation (the ωB97M-V functional and the def2-TZVPD basis) of a gas-phase ion, C5H8N (charge +1).

Values from the calculation:
* frontier orbital gap: 10.41 eV
* net charge: +1
* 2S+1: 1
* structure (SMILES): CC(C)=[N+]1C=C1
* E: -6793.5369 eV
* ΔE to the lowest compared entry with this formula, charge and spin: 105.0 kcal/mol

Each line ends with the Mulliken charge.
Cartesian coordinates (Å):
C 1.43829 0.60363 0.54551  -1.296
C 0.22211 0.27156 -0.23912  0.837
C -0.25119 0.89845 -1.50120  -0.994
N -0.41866 -0.70529 0.28205  -0.079
C -0.72287 -1.63199 1.38112  -0.192
C -1.63383 -1.48635 0.46359  -0.093
H 2.42507 0.93764 0.05291  0.349
H 1.70343 -0.23640 1.04565  0.401
H 1.15234 1.47470 1.06264  0.322
H -1.38899 0.71584 -1.65593  0.270
H 0.47199 0.79661 -2.26627  0.326
H -0.14935 1.90704 -1.31210  0.377
H -0.17646 -2.14753 2.04889  0.414
H -2.67188 -1.39790 0.09226  0.358

Cartesian forces (eV/Å) of the 3 atoms listed first:
1.6 2.3 -3.4
0.4 -1.5 -0.3
-2.4 -1.0 1.5

---

6.
The following is a DFT calculation (the ωB97M-V functional and the def2-TZVPD basis) of a gas-phase ion, C5H8N (charge +1).

Values from the calculation:
* frontier orbital gap: 9.28 eV
* net charge: +1
* 2S+1: 1
* structure (SMILES): CC=C=C=[NH+]C
* E: -6793.4833 eV
* ΔE to the lowest compared entry with this formula, charge and spin: 106.2 kcal/mol

Each line ends with the Mulliken charge.
Cartesian coordinates (Å):
C 2.64790 -0.26483 -0.39494  -0.953
C 1.77324 0.27664 0.63244  -0.326
C 0.47351 0.47756 0.54332  0.140
C -0.60353 0.37605 -0.03734  0.412
N -1.74693 0.42299 0.41340  -0.072
C -2.73323 -0.14649 -0.37589  -0.719
H 2.15391 -1.19884 -0.74402  0.313
H 3.72597 -0.39691 -0.03800  0.314
H 2.62596 0.31289 -1.24731  0.352
H 2.36269 0.45672 1.52921  0.350
H -1.79793 0.70490 1.36431  0.283
H -2.60039 0.37376 -1.38719  0.274
H -2.54117 -1.24876 -0.44582  0.323
H -3.73999 -0.14567 0.18783  0.309

Cartesian forces (eV/Å) of the 3 atoms listed first:
1.0 -2.4 0.6
0.4 0.5 1.6
6.7 0.1 -0.1

---

7.
The following is a DFT calculation (the ωB97M-V functional and the def2-TZVPD basis) of a gas-phase ion, C5H8N (charge +1).

Values from the calculation:
* frontier orbital gap (alpha / beta): 7.49 / 7.51 eV
* net charge: +1
* 2S+1: 1
* E: -6791.6273 eV
* ΔE to the lowest compared entry with this formula, charge and spin: 149.0 kcal/mol

Each line ends with the Mulliken charge.
Cartesian coordinates (Å):
C 1.59464 -0.03785 -0.10350  0.875
C 1.44228 1.31374 -0.29302  -0.924
C 2.12233 -1.24697 -0.00736  -0.475
C 0.40670 0.68697 0.53406  -0.333
C -1.67659 -0.26380 -0.30793  -0.875
N -1.01372 1.01924 0.03720  -0.126
H 1.52696 -2.02677 0.35792  0.279
H 3.14283 -1.55343 -0.40773  0.269
H 0.44404 0.64817 1.65585  0.419
H -1.50740 -1.08577 0.40720  0.327
H -2.72322 0.08612 -0.48699  0.372
H -1.34277 -0.58953 -1.27393  0.367
H -1.54757 1.64272 0.77152  0.404
H -0.86851 1.40714 -0.88329  0.422

Cartesian forces (eV/Å) of the 3 atoms listed first:
-0.3 0.0 0.3
0.0 0.1 -0.8
1.9 -0.2 -1.6

---

8.
The following is a DFT calculation (the ωB97M-V functional and the def2-TZVPD basis) of a molecular structure, C5H8N.

Values from the calculation:
* frontier orbital gap: 8.87 eV
* net charge: +1
* 2S+1: 1
* E: -6790.5649 eV
* ΔE to the lowest compared entry with this formula, charge and spin: 173.5 kcal/mol

Each line ends with the Mulliken charge.
Cartesian coordinates (Å):
C 1.45829 -0.83452 0.50068  -0.314
C -0.47887 1.59801 0.12744  -0.734
C 0.99643 -0.15988 -0.74885  -0.098
C 1.47151 0.65859 0.40502  -0.478
C -0.36488 0.34588 -0.28848  0.242
N -1.45728 -0.65226 0.02401  -0.316
H 0.83159 -1.50525 0.98777  0.278
H 2.58591 -1.12249 0.25243  0.229
H -1.37019 2.23203 0.49511  0.320
H 0.33306 2.23771 -0.25912  0.310
H 1.16407 -0.09832 -1.82741  0.379
H -1.49898 -0.45036 1.08388  0.445
H -1.26300 -1.61335 -0.37001  0.369
H -2.40768 -0.63583 -0.38247  0.367

Cartesian forces (eV/Å) of the 3 atoms listed first:
4.1 -0.2 -2.7
-1.4 3.1 -1.2
-2.8 1.0 -0.1